Computed, not measured: a 2-piece molecular cluster, C11H18BrCl overall at a distorted geometry, with ωB97M-V with the def2-TZVPD basis set.

For the energy relative to the best compared isomer or geometry (same formula, charge and spin), the calculation gives 0.0000 eV. The HOMO energy comes out at -8.87 eV. As for the SMILES: CC[C@@H](C)/C(C)=C/CCBr.C#CCl. As for the molar mass: 265.62 g/mol. The calculation puts the largest force on an atom at 5.1 eV/Å.

```
! RIJCOSX wB97M-V def2-TZVPD def2/J DEFGRID3
* xyz 0 1
C 2.18357 -2.16751 -1.62884
C 1.54364 -1.01992 -0.67710
C 0.09789 -1.35149 -0.27969
C 0.07986 -2.45967 0.87166
C -0.61509 -0.07214 0.09812
C -2.02052 0.14164 -0.47257
C -0.18264 0.69622 1.08938
C -0.83483 2.05136 1.47712
C -0.80682 2.26944 2.94485
Br -1.19177 0.69737 3.97412
H 3.28779 -2.06947 -1.48574
H 2.03447 -1.92395 -2.69972
H 1.81602 -3.14399 -1.40880
H 2.22155 -1.28489 0.06855
H 1.67929 -0.04566 -0.95092
H -0.45216 -1.60055 -1.17396
H 0.45130 -2.09449 1.81354
H -0.95539 -2.61045 0.97988
H 0.50084 -3.49189 0.65550
H -2.78605 0.09806 0.37677
H -2.19515 -0.72952 -1.28053
H -2.06416 1.05822 -1.08163
H 0.72062 0.53522 1.64914
H -0.37746 2.90620 0.92355
H -1.93286 2.01407 1.28136
H -1.54768 3.11135 3.20936
H 0.09486 2.56928 3.30941
C 0.50408 1.37959 -3.33844
C 0.02675 2.25457 -2.65546
Cl -0.39004 3.60051 -1.87951
H 1.11010 0.68249 -3.70938
*
```